C20H19N4O7PtSb as an isolated structure, computed with wB97M-V/def2-TZVPD.

E ... -1878.6436 a.u.
Charge ... 0
Frontier orbital gap ... 6.0 eV
Energy above the lowest of the compared OMol25 structures with the same formula, charge and spin ... 0.0 kcal/mol

Element x y z (Å)
1 Pt -0.16923 -0.45439 -0.04505
2 C 0.57216 -0.12168 4.13179
3 C -0.36028 -0.98945 4.66300
4 C -1.16009 -1.73019 3.80318
5 C -1.00085 -1.57886 2.44469
6 N -0.10100 -0.72109 1.93974
7 C 0.67631 -0.00227 2.75768
8 C -1.79841 -2.29371 1.41326
9 C -2.69899 -3.30550 1.67047
10 C -3.36733 -3.89883 0.60833
11 C -3.11544 -3.45839 -0.67650
12 C -2.19926 -2.44272 -0.87092
13 N -1.55664 -1.88463 0.16154
14 H 1.22081 0.46666 4.76601
15 H -0.47021 -1.09135 5.73452
16 H -1.90207 -2.41463 4.18847
17 H 1.38816 0.64620 2.26494
18 H -2.86934 -3.63414 2.68625
19 H -4.07240 -4.70040 0.78594
20 H -3.61546 -3.89662 -1.52866
21 H -1.94419 -2.03907 -1.84297
22 O 0.36253 0.51254 -3.94019
23 C 0.61101 0.09565 -2.82956
24 O -0.30604 -0.45050 -2.05944
25 C 2.03692 0.10596 -2.32818
26 C 3.02382 -0.15185 -3.25121
27 C 4.35368 -0.16268 -2.85761
28 C 4.71797 0.08705 -1.55771
29 C 3.72156 0.34024 -0.63618
30 C 2.36001 0.39124 -0.98082
31 O 1.44532 0.78695 -0.13118
32 N 4.16479 0.55173 0.75225
33 O 3.42957 0.19139 1.65440
34 O 5.28421 0.99104 0.92597
35 N 5.40458 -0.45088 -3.84464
36 O 6.56014 -0.38709 -3.47338
37 O 5.05676 -0.74134 -4.97066
38 H 2.75936 -0.33019 -4.28404
39 H 5.75408 0.07958 -1.25738
40 C -1.12895 3.79179 -1.28090
41 Sb -1.84903 2.03340 -0.30774
42 C -2.44283 2.93603 1.55568
43 C -3.79817 1.97778 -1.19814
44 H -1.85164 4.60495 -1.21318
45 H -0.94068 3.54538 -2.32550
46 H -0.19188 4.08859 -0.81150
47 H -3.06668 3.81981 1.41103
48 H -1.54570 3.21955 2.10899
49 H -2.99824 2.19893 2.13925
50 H -4.28751 2.95128 -1.14748
51 H -4.40829 1.23982 -0.67630
52 H -3.68693 1.67893 -2.24035

What are the Löwdin partial charges on each atom? They are as follows, in elementary charge units: number 1, Pt, carries 1.092; number 2, C, carries -0.019; number 3, C, carries -0.035; number 4, C, carries 0.004; number 5, C, carries -0.195; number 6, N, carries -0.072; number 7, C, carries -0.074; number 8, C, carries -0.193; number 9, C, carries 0.007; number 10, C, carries -0.037; number 11, C, carries -0.028; number 12, C, carries -0.069; number 13, N, carries -0.078; number 14, H, carries 0.120; number 15, H, carries 0.116; number 16, H, carries 0.112; number 17, H, carries 0.095; number 18, H, carries 0.114; number 19, H, carries 0.117; number 20, H, carries 0.117; number 21, H, carries 0.116; number 22, O, carries 0.081; number 23, C, carries -0.576; number 24, O, carries -0.272; number 25, C, carries -0.053; number 26, C, carries 0.078; number 27, C, carries -0.128; number 28, C, carries 0.078; number 29, C, carries -0.052; number 30, C, carries -0.291; number 31, O, carries -0.259; number 32, N, carries -0.327; number 33, O, carries 0.058; number 34, O, carries 0.086; number 35, N, carries -0.358; number 36, O, carries 0.072; number 37, O, carries 0.079; number 38, H, carries 0.137; number 39, H, carries 0.133; number 40, C, carries -0.322; number 41, Sb, carries 1.313; number 42, C, carries -0.345; number 43, C, carries -0.337; number 44, H, carries 0.005; number 45, H, carries 0.004; number 46, H, carries 0.002; number 47, H, carries 0.002; number 48, H, carries -0.007; number 49, H, carries -0.010; number 50, H, carries 0.004; number 51, H, carries -0.008; number 52, H, carries 0.000